Molecular formula: C96H230O18
Method: DFT, ωB97M-V/def2-TZVPD

Computed properties:
- LUMO energy (Ha) = 0.019
- multiplicity = 1

Positions of all 344 atoms, in Å:
C -22.393 25.381 -28.510
O -22.552 25.612 -27.078
C -23.816 25.367 -26.588
C -23.763 25.423 -25.066
O -23.376 24.196 -24.470
C -23.209 24.283 -23.057
H -23.231 25.829 -29.037
H -22.321 24.310 -28.707
H -21.474 25.906 -28.739
H -24.199 24.374 -26.891
H -24.618 26.052 -27.018
H -24.666 25.721 -24.527
H -23.058 26.180 -24.670
H -24.080 24.756 -22.528
H -22.301 24.786 -22.798
H -23.014 23.225 -22.776
C -22.482 29.533 -25.631
O -23.701 29.351 -24.922
C -23.657 29.996 -23.672
C -24.861 29.466 -22.823
O -26.088 29.994 -23.337
C -26.798 29.006 -24.108
H -22.274 30.610 -25.748
H -22.465 28.905 -26.520
H -21.752 29.137 -24.939
H -23.626 31.091 -23.702
H -22.718 29.737 -23.159
H -24.753 29.872 -21.815
H -24.846 28.395 -22.797
H -27.729 29.438 -24.475
H -27.051 28.210 -23.420
H -26.205 28.622 -24.935
C -24.141 18.852 -13.350
O -24.962 19.658 -14.177
C -26.280 19.737 -13.630
C -27.180 20.461 -14.634
O -28.486 20.159 -14.334
C -29.402 20.659 -15.323
H -23.940 19.207 -12.305
H -23.156 18.784 -13.878
H -24.515 17.723 -13.328
H -26.212 20.329 -12.682
H -26.652 18.719 -13.449
H -26.799 20.268 -15.718
H -26.961 21.597 -14.506
H -30.352 20.677 -14.834
H -29.375 20.036 -16.233
H -29.116 21.718 -15.710
C -17.333 22.293 -24.633
O -18.287 22.118 -25.586
C -19.498 22.723 -25.270
C -20.446 22.774 -26.468
O -20.871 21.504 -26.887
C -21.832 21.032 -25.911
H -16.642 21.530 -24.704
H -17.834 22.307 -23.622
H -16.861 23.275 -24.778
H -19.330 23.712 -24.857
H -19.967 22.165 -24.448
H -19.906 23.172 -27.300
H -21.302 23.424 -26.272
H -21.267 20.779 -25.009
H -22.431 20.280 -26.328
H -22.494 21.856 -25.602
C -26.909 23.918 -25.680
O -27.749 22.757 -25.818
C -27.004 21.563 -25.913
C -26.078 21.392 -24.688
O -25.607 20.025 -24.783
C -24.663 19.822 -23.801
H -26.382 23.951 -24.682
H -27.575 24.760 -25.648
H -26.311 24.039 -26.555
H -26.450 21.570 -26.844
H -27.757 20.764 -25.961
H -26.634 21.606 -23.782
H -25.267 22.125 -24.836
H -23.776 20.403 -24.037
H -24.462 18.766 -23.878
H -25.026 19.988 -22.784
C -19.835 15.191 -23.201
O -20.704 15.428 -22.115
C -21.616 16.497 -22.272
C -22.942 16.215 -22.949
O -22.884 16.572 -24.311
C -24.113 16.377 -24.975
H -20.343 14.912 -24.125
H -19.191 14.343 -22.823
H -19.225 16.033 -23.446
H -21.159 17.395 -22.736
H -21.922 16.810 -21.250
H -23.692 16.901 -22.451
H -23.192 15.149 -22.799
H -24.060 16.862 -25.940
H -25.011 16.715 -24.392
H -24.372 15.316 -25.216
C -28.977 23.760 -22.428
O -27.886 24.549 -21.972
C -28.072 25.289 -20.794
C -26.747 25.521 -20.057
O -25.891 26.435 -20.757
C -24.554 26.370 -20.186
H -28.900 22.748 -22.015
H -28.888 23.721 -23.543
H -29.915 24.184 -22.134
H -28.790 24.827 -20.009
H -28.394 26.312 -21.127
H -26.254 24.565 -19.915
H -26.837 25.864 -19.047
H -24.663 26.295 -19.085
H -24.014 27.266 -20.454
H -24.038 25.443 -20.541
C -24.660 18.100 -19.385
O -24.706 19.523 -19.528
C -25.372 20.111 -18.429
C -25.468 21.651 -18.628
O -26.498 22.047 -19.491
C -26.169 22.097 -20.890
H -25.685 17.705 -19.211
H -24.146 17.803 -18.460
H -24.083 17.830 -20.279
H -24.757 19.996 -17.560
H -26.284 19.654 -18.143
H -24.590 22.067 -18.997
H -25.689 22.050 -17.630
H -25.664 21.223 -21.176
H -25.566 23.011 -21.044
H -27.112 22.283 -21.429
C -22.215 11.848 -21.259
O -22.393 12.094 -19.863
C -21.667 13.185 -19.341
C -20.556 12.830 -18.366
O -19.635 11.980 -19.102
C -18.467 11.580 -18.575
H -22.703 10.866 -21.515
H -21.187 11.758 -21.582
H -22.565 12.686 -21.839
H -22.384 13.900 -18.842
H -21.265 13.744 -20.184
H -20.823 12.308 -17.459
H -20.111 13.789 -18.095
H -17.732 11.278 -19.366
H -18.464 10.656 -18.009
H -17.918 12.378 -17.928
C -25.112 23.878 -15.072
C -23.839 24.512 -14.438
C -23.179 23.545 -13.451
C -21.963 24.192 -12.821
C -21.417 23.385 -11.655
C -21.034 21.946 -11.927
H -24.873 22.956 -15.505
H -25.511 24.501 -15.871
H -25.953 23.645 -14.382
H -23.121 24.668 -15.276
H -23.980 25.490 -13.845
H -22.829 22.595 -13.925
H -23.892 23.199 -12.621
H -21.216 24.409 -13.568
H -22.243 25.215 -12.433
H -20.551 23.911 -11.359
H -22.240 23.441 -10.931
H -20.936 21.498 -10.973
H -21.791 21.342 -12.487
H -20.054 21.815 -12.367
C -18.247 18.609 -26.912
C -17.277 18.742 -25.721
C -17.995 18.977 -24.449
C -17.083 18.927 -23.231
C -17.822 19.268 -21.953
C -16.958 19.280 -20.656
H -17.603 18.374 -27.723
H -18.834 19.484 -27.099
H -18.906 17.763 -26.651
H -16.718 17.761 -25.668
H -16.405 19.429 -26.031
H -18.814 18.307 -24.249
H -18.534 19.884 -24.454
H -16.527 17.961 -23.192
H -16.288 19.656 -23.416
H -18.232 20.234 -22.171
H -18.691 18.515 -21.993
H -16.180 20.091 -20.893
H -17.574 19.454 -19.793
H -16.439 18.344 -20.537
C -30.704 21.253 -19.246
C -32.005 21.172 -20.002
C -33.330 20.820 -19.326
C -34.509 20.879 -20.322
C -34.632 19.626 -21.096
C -35.127 18.425 -20.251
H -30.469 20.339 -18.712
H -30.706 22.036 -18.519
H -29.900 21.432 -19.977
H -32.043 22.076 -20.554
H -31.869 20.448 -20.856
H -33.584 21.516 -18.499
H -33.300 19.769 -18.962
H -35.452 21.127 -19.730
H -34.285 21.692 -21.105
H -35.403 19.757 -21.866
H -33.662 19.358 -21.629
H -35.312 17.556 -20.909
H -34.446 18.118 -19.498
H -36.070 18.653 -19.712
C -28.428 11.805 -15.823
C -27.207 12.480 -16.470
C -27.218 12.451 -18.022
C -26.218 13.475 -18.577
C -26.443 13.614 -20.116
C -25.564 14.595 -20.756
H -28.360 11.685 -14.711
H -28.575 10.837 -16.242
H -29.372 12.395 -16.020
H -27.166 13.531 -16.066
H -26.284 11.985 -16.228
H -28.160 12.782 -18.446
H -26.952 11.474 -18.274
H -26.390 14.470 -18.165
H -25.191 13.181 -18.312
H -26.426 12.549 -20.511
H -27.479 13.975 -20.316
H -25.713 14.639 -21.836
H -25.791 15.609 -20.353
H -24.502 14.310 -20.577
C -27.222 17.634 -21.908
C -28.424 17.817 -22.845
C -28.689 19.344 -22.996
C -29.668 19.661 -24.125
C -30.031 21.062 -24.349
C -30.771 21.279 -25.633
H -26.363 18.247 -22.236
H -26.849 16.600 -22.031
H -27.349 17.899 -20.845
H -28.227 17.460 -23.859
H -29.263 17.312 -22.343
H -27.757 20.009 -23.200
H -29.032 19.732 -21.978
H -29.289 19.221 -25.048
H -30.591 19.168 -23.955
H -30.632 21.407 -23.493
H -29.148 21.668 -24.323
H -30.114 21.013 -26.512
H -31.624 20.518 -25.722
H -31.214 22.258 -25.732
C -19.095 17.027 -19.152
C -18.463 15.865 -19.951
C -17.157 15.255 -19.370
C -16.376 14.332 -20.225
C -14.893 14.087 -19.877
C -14.005 15.363 -20.083
H -18.519 17.927 -19.215
H -19.384 16.876 -18.145
H -20.037 17.391 -19.586
H -19.225 15.113 -20.182
H -18.214 16.326 -20.907
H -17.447 14.812 -18.427
H -16.586 16.094 -19.046
H -16.893 13.362 -20.167
H -16.439 14.594 -21.263
H -14.869 13.797 -18.843
H -14.528 13.292 -20.531
H -13.001 15.097 -19.798
H -13.998 15.654 -21.132
H -14.364 16.195 -19.442
C -21.881 16.543 -16.291
C -23.076 15.869 -15.575
C -22.789 15.247 -14.210
C -21.895 14.054 -14.360
C -21.373 13.443 -13.058
C -20.335 12.305 -13.175
H -21.176 15.847 -16.801
H -21.276 17.152 -15.575
H -22.311 17.224 -17.022
H -23.890 16.632 -15.426
H -23.426 15.023 -16.221
H -23.749 14.995 -13.715
H -22.438 16.074 -13.591
H -22.450 13.236 -14.868
H -21.051 14.267 -14.883
H -21.004 14.199 -12.305
H -22.206 12.942 -12.575
H -20.322 11.659 -12.285
H -20.627 11.725 -14.069
H -19.335 12.654 -13.243
C -30.526 13.823 -21.133
C -29.880 14.355 -22.359
C -30.805 14.538 -23.472
C -31.922 15.493 -23.151
C -32.713 15.794 -24.438
C -33.767 16.962 -24.249
H -31.222 14.531 -20.756
H -29.858 13.688 -20.244
H -30.883 12.814 -21.227
H -29.435 15.299 -22.179
H -28.981 13.681 -22.564
H -31.138 13.587 -23.850
H -30.243 14.996 -24.293
H -32.602 15.041 -22.441
H -31.663 16.396 -22.632
H -32.028 16.053 -25.221
H -33.246 14.847 -24.749
H -33.298 17.964 -24.027
H -34.486 17.115 -25.076
H -34.302 16.736 -23.340
C -28.015 16.701 -14.055
C -27.631 16.892 -15.506
C -28.851 16.656 -16.448
C -28.611 16.808 -17.936
C -29.650 16.110 -18.805
C -31.003 16.789 -18.708
H -27.138 16.637 -13.385
H -28.542 15.699 -14.007
H -28.630 17.515 -13.699
H -27.130 17.818 -15.615
H -26.912 16.063 -15.808
H -29.555 17.411 -16.189
H -29.232 15.676 -16.339
H -28.676 17.899 -18.239
H -27.564 16.475 -18.189
H -29.356 16.131 -19.832
H -29.688 15.047 -18.489
H -30.994 17.813 -19.093
H -31.674 16.194 -19.262
H -31.476 16.724 -17.722
C -21.789 20.339 -15.905
C -21.366 21.262 -17.058
C -21.707 20.787 -18.451
C -21.329 21.866 -19.482
C -20.948 21.184 -20.865
C -22.009 20.200 -21.281
H -21.230 19.364 -15.899
H -22.841 20.226 -15.936
H -21.569 20.759 -14.892
H -21.889 22.204 -17.047
H -20.337 21.637 -16.989
H -22.742 20.405 -18.575
H -21.036 19.926 -18.736
H -22.136 22.568 -19.612
H -20.457 22.446 -19.220
H -20.645 21.923 -21.668
H -20.000 20.644 -20.660
H -21.945 19.420 -20.544
H -23.107 20.532 -21.216
H -21.909 19.704 -22.237

These are the Löwdin partial charges, in e, on atoms 1 to 99: -0.05, -0.20, -0.25, -0.20, -0.22, -0.09, 0.08, 0.09, 0.09, 0.11, 0.14, 0.11, 0.13, 0.08, 0.08, 0.09, -0.09, -0.21, -0.21, -0.18, -0.18, -0.09, 0.10, 0.09, 0.07, 0.13, 0.11, 0.12, 0.10, 0.09, 0.07, 0.08, -0.13, -0.21, -0.19, -0.26, -0.19, -0.07, 0.10, 0.07, 0.11, 0.14, 0.09, 0.14, 0.13, 0.08, 0.07, 0.12, -0.13, -0.17, -0.21, -0.20, -0.16, -0.07, 0.05, 0.11, 0.10, 0.13, 0.11, 0.12, 0.10, 0.08, 0.07, 0.08, -0.08, -0.21, -0.18, -0.17, -0.17, -0.13, 0.10, 0.09, 0.07, 0.13, 0.11, 0.10, 0.11, 0.08, 0.06, 0.07, -0.09, -0.22, -0.20, -0.21, -0.19, -0.12, 0.09, 0.11, 0.06, 0.12, 0.11, 0.12, 0.13, 0.09, 0.09, 0.10, -0.09, -0.21, -0.19